(1)
# ClFH2NNaO3PS2

A structure of composition ClFH2NNaO3PS2 (wB97M-V/def2-TZVPD, the OMol25 dataset).

CARTESIAN COORDINATES (ANGSTROEM)
O: -0.54 0.58 1.95
S: -0.82 0.42 0.51
O: -1.64 1.59 0.05
F: -1.76 -0.91 0.35
N: 0.55 0.31 -0.46
S: 1.14 1.69 -1.24
P: 1.54 -1.14 -0.42
O: 1.09 -2.07 0.91
Cl: 0.79 -2.27 -2.04
H: 1.53 2.58 -0.26
H: 1.90 -2.27 1.40
Na: -3.78 1.51 -0.76

Computed properties:
E_HOMO = -13.09 eV
net charge = +1
orbital gap = 8.570 eV
E_LUMO = -4.519 eV

(2)
# ClFH2Si

A cluster of 2 separate species, ClFH2Si in total (wB97M-V/def2-TZVPD, the OMol25 dataset).

CARTESIAN COORDINATES (ANGSTROEM)
F: 0.41 -1.24 1.91
Si: 0.84 -0.30 0.70
Cl: 2.73 -0.85 0.27
H: 0.44 0.99 0.85
H: -0.66 -1.27 -0.52

Computed properties:
E_HOMO = -9.79 eV
net charge = 0
orbital gap = 9.973 eV
energy above the lowest of the compared OMol25 structures with the same formula, charge and spin = 232.79 kJ/mol
E_LUMO = 0.182 eV

(3)
# ClFHOPS

An isolated molecule of ClFHOPS (wB97M-V/def2-TZVPD, the OMol25 dataset).

CARTESIAN COORDINATES (ANGSTROEM)
O: -1.10 0.59 0.27
F: 0.64 0.36 -1.59
P: 0.40 0.00 -0.02
S: 0.23 -2.21 0.34
Cl: 1.64 1.32 0.59
H: -1.81 -0.05 0.42

Computed properties:
E_HOMO (alpha / beta) = -6.65 / -9.76 eV
⟨S²⟩ = 2.006
net charge = 0
multiplicity = 3
orbital gap (alpha / beta) = 7.189 / 6.956 eV
energy above the lowest of the compared OMol25 structures with the same formula, charge and spin = 0.00 kJ/mol
E_LUMO (alpha / beta) = 0.543 / -2.802 eV

(4)
# ClFS2

A cluster of 3 separate species, ClFS2 in total (wB97M-V/def2-TZVPD, the OMol25 dataset).

CARTESIAN COORDINATES (ANGSTROEM)
F: 2.33 1.48 0.19
S: -0.69 -1.00 0.40
S: -3.17 0.35 -0.21
Cl: 1.53 -0.83 -0.38

Computed properties:
E_HOMO = -10.18 eV
net charge = 0
orbital gap = 4.227 eV
energy above the lowest of the compared OMol25 structures with the same formula, charge and spin = 919.48 kJ/mol
E_LUMO = -5.954 eV

- Which of these has the highest net charge?
  ClFH2NNaO3PS2